DFT (ωB97M-V with the def2-TZVPD basis set) results for a single CH5IOSi molecule in a non-equilibrium geometry.

Each atom is followed by the atoms it is bonded to, with distances in Å.
Cartesian coordinates (Å):
1 C 0.704 -1.025 -0.304  Si2 1.897, H5 1.068, H6 1.094, H7 1.084
2 Si 0.102 0.406 0.787  C1 1.897, O3 1.596, I4 3.096, H8 1.496
3 O 0.291 1.732 -0.081  Si2 1.596, H9 0.931
4 I -2.856 -0.060 0.002  Si2 3.096
5 H 1.222 -0.564 -1.116  C1 1.068
6 H 1.291 -1.831 0.146  C1 1.094
7 H -0.162 -1.475 -0.777  C1 1.084
8 H -0.294 0.933 2.129  Si2 1.496
9 H -0.298 1.884 -0.786  O3 0.931

Properties
LUMO level	-0.0237	hartree
F_max	3.5	eV/Å
relative energy (zero: lowest compared OMol25 entry of this formula, charge and spin)	34.0	kcal/mol
structure (SMILES)	C[Si@@H](O)I
multiplicity	1